{"formula": "C65H174N8O33", "method": "the ωB97M-V functional and the def2-TZVPD basis", "lumo_ev": 0.3478, "gap_ev": 9.0, "mol_weight_g_mol": 1596.13, "total_energy_ha": -5501.33165, "symbols": ["C", "C", "O", "O", "H", "H", "H", "H", "H", "H", "C", "C", "O", "O", "H", "H", "H", "H", "H", "H", "C", "C", "O", "O", "H", "H", "H", "H", "H", "H", "C", "C", "O", "O", "H", "H", "H", "H", "H", "H", "C", "C", "O", "O", "H", "H", "H", "H", "H", "H", "C", "C", "O", "O", "H", "H", "H", "H", "H", "H", "C", "C", "O", "O", "H", "H", "H", "H", "H", "H", "C", "O", "C", "C", "N", "C", "C", "O", "C", "H", "H", "H", "H", "H", "H", "H", "H", "H", "H", "H", "H", "H", "H", "H", "C", "O", "C", "C", "N", "C", "C", "O", "C", "H", "H", "H", "H", "H", "H", "H", "H", "H", "H", "H", "H", "H", "H", "H", "C", "O", "C", "C", "N", "C", "C", "O", "C", "H", "H", "H", "H", "H", "H", "H", "H", "H", "H", "H", "H", "H", "H", "H", "C", "O", "C", "C", "N", "C", "C", "O", "C", "H", "H", "H", "H", "H", "H", "H", "H", "H", "H", "H", "H", "H", "H", "H", "C", "O", "C", "C", "N", "C", "C", "O", "C", "H", "H", "H", "H", "H", "H", "H", "H", "H", "H", "H", "H", "H", "H", "H", "C", "O", "C", "C", "N", "C", "C", "O", "C", "H", "H", "H", "H", "H", "H", "H", "H", "H", "H", "H", "H", "H", "H", "H", "C", "O", "C", "C", "N", "C", "C", "O", "C", "H", "H", "H", "H", "H", "H", "H", "H", "H", "H", "H", "H", "H", "H", "H", "C", "O", "C", "C", "N", "C", "C", "O", "C", "H", "H", "H", "H", "H", "H", "H", "H", "H", "H", "H", "H", "H", "H", "H", "C", "O", "H", "H", "H", "H", "C", "O", "H", "H", "H", "H", "C", "O", "H", "H", "H", "H"], "xyz": [[3.018, 2.666, -4.020], [3.840, 3.058, -5.286], [4.548, 4.326, -5.172], [2.227, 1.527, -4.207], [2.345, 3.569, -3.825], [3.722, 2.537, -3.200], [3.280, 2.998, -6.180], [4.600, 2.293, -5.310], [3.822, 4.958, -5.122], [1.420, 1.770, -4.713], [-1.009, 4.018, -4.509], [-0.164, 3.949, -5.745], [0.426, 2.671, -5.926], [-2.087, 3.096, -4.661], [-1.308, 5.071, -4.267], [-0.361, 3.707, -3.652], [0.685, 4.591, -5.808], [-0.769, 4.200, -6.633], [-0.153, 1.948, -6.181], [-1.988, 2.435, -3.936], [3.867, -1.262, 3.790], [4.429, -1.786, 5.080], [5.869, -1.617, 5.127], [4.492, -1.985, 2.645], [4.112, -0.170, 3.677], [2.806, -1.498, 3.774], [4.262, -2.892, 5.106], [3.981, -1.314, 5.988], [6.200, -2.027, 4.342], [5.007, -1.398, 2.025], [-1.804, -0.102, -5.612], [-1.300, -0.437, -4.221], [-1.025, 0.746, -3.538], [-0.657, 0.297, -6.496], [-2.538, 0.703, -5.617], [-2.225, -0.959, -6.135], [-0.444, -1.077, -4.332], [-2.088, -0.998, -3.721], [-0.304, 0.586, -2.893], [-0.823, 0.013, -7.388], [4.893, -5.566, 1.661], [6.234, -5.295, 2.291], [6.690, -3.896, 2.281], [3.801, -5.044, 2.451], [4.718, -6.633, 1.693], [4.995, -5.368, 0.609], [6.937, -5.791, 1.703], [6.321, -5.718, 3.318], [5.915, -3.401, 2.515], [3.848, -4.045, 2.383], [-3.529, -1.744, -0.642], [-2.229, -1.689, 0.063], [-1.109, -1.997, -0.778], [-3.910, -3.123, -0.748], [-3.508, -1.157, -1.550], [-4.277, -1.207, -0.014], [-2.288, -2.366, 0.925], [-2.118, -0.636, 0.333], [-0.785, -2.888, -0.631], [-3.916, -3.392, -1.690], [3.744, 3.063, 1.574], [3.294, 2.377, 2.867], [4.337, 2.453, 3.819], [3.691, 4.474, 1.663], [3.240, 2.696, 0.655], [4.822, 2.809, 1.493], [2.951, 1.325, 2.613], [2.388, 2.822, 3.272], [4.054, 2.218, 4.717], [2.808, 4.780, 1.692], [-5.353, 1.461, 8.925], [-5.155, 2.777, 8.399], [-4.620, 2.724, 7.043], [-3.135, 2.777, 6.973], [-2.804, 2.884, 5.546], [-2.896, 4.174, 4.885], [-2.445, 4.020, 3.407], [-1.099, 3.476, 3.420], [-0.815, 2.964, 2.128], [-5.877, 1.572, 9.882], [-4.410, 0.947, 9.059], [-5.973, 0.851, 8.289], [-5.001, 3.662, 6.581], [-4.993, 1.902, 6.416], [-2.656, 1.868, 7.381], [-2.782, 3.560, 7.646], [-1.920, 2.433, 5.305], [-2.177, 4.876, 5.392], [-3.905, 4.564, 4.958], [-2.481, 5.008, 2.874], [-3.195, 3.386, 2.887], [0.263, 2.633, 2.185], [-0.997, 3.699, 1.383], [-1.483, 2.095, 1.991], [1.610, -3.559, -0.108], [0.308, -4.174, -0.302], [0.293, -5.523, 0.142], [-1.022, -6.073, -0.330], [-2.136, -5.488, 0.373], [-3.203, -6.429, 0.582], [-4.035, -6.042, 1.813], [-5.162, -6.904, 1.872], [-6.036, -6.592, 2.911], [2.401, -4.083, -0.706], [1.858, -3.724, 1.007], [1.569, -2.538, -0.463], [0.445, -5.508, 1.210], [1.117, -6.114, -0.311], [-1.107, -7.138, -0.125], [-1.055, -5.825, -1.388], [-2.524, -4.701, -0.136], [-2.695, -7.354, 0.819], [-3.903, -6.557, -0.271], [-4.420, -5.032, 1.848], [-3.406, -6.112, 2.725], [-6.363, -5.551, 2.874], [-5.700, -6.728, 3.974], [-6.906, -7.234, 2.917], [-5.307, 2.500, -4.080], [-6.214, 1.775, -3.272], [-6.755, 2.553, -2.196], [-5.710, 2.932, -1.146], [-4.946, 1.677, -0.772], [-3.924, 1.833, 0.230], [-4.540, 1.604, 1.596], [-5.388, 2.654, 1.912], [-5.963, 2.467, 3.208], [-5.085, 1.884, -4.934], [-4.354, 2.774, -3.608], [-5.738, 3.454, -4.513], [-7.453, 1.850, -1.723], [-7.341, 3.413, -2.486], [-6.205, 3.312, -0.246], [-5.070, 3.778, -1.398], [-4.712, 1.189, -1.654], [-3.552, 2.871, 0.117], [-3.017, 1.172, 0.065], [-3.706, 1.496, 2.342], [-5.136, 0.690, 1.517], [-6.711, 1.673, 3.185], [-6.408, 3.369, 3.548], [-5.185, 2.248, 3.979], [5.522, -3.570, -1.587], [4.409, -2.715, -1.950], [3.951, -3.107, -3.264], [3.202, -2.024, -3.922], [2.872, -2.399, -5.271], [2.358, -1.223, -6.012], [2.039, -1.547, -7.435], [3.242, -1.569, -8.189], [3.559, -0.219, -8.431], [5.640, -3.377, -0.503], [6.386, -3.267, -2.200], [5.284, -4.653, -1.798], [3.304, -4.058, -3.181], [4.787, -3.364, -3.923], [3.797, -1.086, -3.886], [2.303, -1.803, -3.354], [3.575, -2.912, -5.785], [3.121, -0.414, -5.853], [1.418, -0.872, -5.527], [1.313, -0.922, -7.976], [1.500, -2.493, -7.530], [4.537, -0.206, -8.925], [3.512, 0.348, -7.535], [2.828, 0.184, -9.176], [2.664, 10.838, -2.847], [3.150, 9.749, -2.071], [4.131, 8.976, -2.740], [4.180, 7.603, -2.165], [2.865, 7.053, -2.160], [2.895, 5.689, -1.681], [1.471, 5.185, -1.506], [0.861, 5.709, -0.277], [-0.541, 5.422, -0.289], [3.496, 11.396, -3.333], [2.045, 11.478, -2.176], [2.027, 10.444, -3.625], [5.093, 9.451, -2.544], [4.009, 9.104, -3.835], [4.592, 7.605, -1.114], [4.853, 6.984, -2.758], [2.253, 7.629, -1.564], [3.360, 5.695, -0.688], [3.482, 5.105, -2.386], [1.463, 4.112, -1.493], [0.873, 5.523, -2.340], [-1.019, 5.952, -1.104], [-0.923, 5.715, 0.706], [-0.786, 4.374, -0.411], [0.922, -4.305, 4.082], [-0.296, -3.871, 4.686], [-1.423, -4.004, 3.783], [-2.689, -3.836, 4.560], [-2.813, -2.492, 5.175], [-3.286, -1.429, 4.255], [-4.716, -1.591, 3.836], [-4.810, -2.302, 2.591], [-6.013, -2.306, 1.909], [1.649, -4.357, 4.891], [1.346, -3.540, 3.431], [0.761, -5.229, 3.566], [-1.424, -5.043, 3.350], [-1.389, -3.339, 2.918], [-2.770, -4.642, 5.282], [-3.538, -3.935, 3.874], [-1.948, -2.230, 5.633], [-2.712, -1.373, 3.289], [-3.266, -0.451, 4.744], [-5.083, -0.568, 3.664], [-5.353, -2.047, 4.651], [-6.378, -1.271, 1.732], [-6.733, -2.838, 2.607], [-5.817, -2.913, 0.959], [0.971, -6.246, -5.215], [-0.232, -5.882, -4.571], [-0.147, -4.661, -3.862], [-1.516, -4.128, -3.499], [-2.248, -3.638, -4.687], [-3.629, -3.362, -4.428], [-4.443, -3.250, -5.693], [-4.401, -4.551, -6.348], [-5.357, -4.564, -7.453], [0.729, -6.877, -6.064], [1.664, -6.791, -4.503], [1.612, -5.438, -5.564], [0.448, -3.984, -4.497], [0.503, -4.769, -3.007], [-1.202, -3.361, -2.818], [-2.090, -4.898, -2.940], [-2.320, -4.330, -5.439], [-3.787, -2.514, -3.735], [-4.079, -4.252, -3.964], [-4.169, -2.401, -6.322], [-5.507, -3.196, -5.400], [-5.054, -3.871, -8.273], [-6.345, -4.308, -7.161], [-5.414, -5.579, -7.902], [4.036, 4.307, 6.592], [2.735, 3.988, 6.346], [1.937, 3.768, 7.525], [0.512, 3.119, 7.319], [0.392, 1.820, 6.791], [0.826, 1.711, 5.382], [0.226, 0.468, 4.705], [0.915, 0.164, 3.516], [0.239, -0.710, 2.679], [4.236, 5.214, 7.175], [4.560, 4.379, 5.645], [4.495, 3.480, 7.163], [1.784, 4.763, 7.972], [2.538, 3.181, 8.278], [-0.109, 3.825, 6.723], [0.112, 3.073, 8.340], [0.867, 1.084, 7.331], [1.951, 1.634, 5.215], [0.431, 2.538, 4.830], [-0.846, 0.628, 4.508], [0.313, -0.398, 5.413], [0.240, -1.730, 3.108], [0.785, -0.736, 1.731], [-0.794, -0.357, 2.402], [6.828, 0.705, 1.743], [5.953, -0.248, 1.112], [6.808, 1.666, 1.245], [6.443, 0.841, 2.753], [7.836, 0.260, 1.802], [6.244, -0.273, 0.205], [6.492, -0.592, -2.791], [5.692, -0.237, -1.651], [7.432, -1.061, -2.418], [6.025, -1.240, -3.523], [6.702, 0.410, -3.309], [5.069, -1.006, -1.440], [1.484, 0.641, -0.966], [0.828, -0.331, -1.744], [0.780, 1.436, -0.698], [1.801, 0.187, -0.011], [2.364, 1.026, -1.478], [0.161, -0.918, -1.373]], "atomic_forces_ev_per_a": [[-1.091, 2.255, -1.157], [1.316, -0.350, 1.806], [-1.179, -1.012, 0.133], [0.159, -0.433, 0.222], [0.701, -0.867, 0.243], [-0.157, -0.130, 0.225], [-0.931, 0.078, -0.938], [0.540, -0.196, -0.467], [0.227, 0.440, 0.034], [0.475, 0.233, 0.039], [0.754, 0.056, 1.045], [-0.494, -0.802, -1.386], [0.849, 0.363, 0.321], [0.054, 0.235, 0.949], [-0.236, -0.801, -0.435], [-0.404, 0.086, -0.433], [0.447, 0.983, 0.582], [-0.101, -0.094, 0.241], [-0.774, -0.228, -0.155], [0.048, 0.324, -0.866], [1.106, 0.392, -1.234], [1.302, -1.126, 0.221], [-1.305, 0.781, 1.090], [-0.271, 0.245, 0.702], [-0.558, -0.983, 0.085], [-0.170, 0.443, -0.228], [-0.311, 0.684, 0.198], [0.377, -0.254, -0.808], [0.433, -0.460, -0.860], [-0.516, 0.024, 0.734], [0.993, -0.053, -1.524], [-0.893, 0.078, -1.039], [0.458, 0.722, 0.683], [-0.704, 0.139, 1.664], [0.091, 0.140, 0.177], [-0.199, -0.282, 0.540], [0.582, -0.353, 0.154], [-0.108, -0.224, 0.147], [-0.098, -0.227, -0.212], [-0.292, -0.188, -0.426], [-0.097, -0.511, 1.757], [0.248, 1.165, 1.332], [-0.369, -1.878, -0.305], [0.552, 1.849, -1.327], [0.169, -0.465, 0.127], [-0.809, 0.990, -0.610], [1.355, -0.966, -0.969], [-0.326, 0.422, -0.489], [-0.710, 0.957, 0.337], [-0.111, -1.309, 0.210], [-1.046, -0.213, 0.948], [0.800, 0.518, -0.122], [-0.661, 0.799, -0.127], [-0.221, 0.103, -1.384], [0.099, -0.337, -0.754], [0.294, -0.517, -0.183], [0.222, 0.323, 0.017], [0.321, -0.124, 0.564], [0.166, -0.776, 0.355], [-0.052, 0.254, 0.718], [0.704, -0.147, 0.460], [-0.996, -1.037, -0.693], [0.416, -0.275, 0.008], [1.680, -0.295, -0.146], [-0.011, 0.008, 0.611], [-0.604, 0.184, -0.223], [0.770, 0.781, 0.353], [-0.149, 0.442, -0.043], [-0.288, 0.141, -0.497], [-1.585, 0.349, -0.003], [-0.092, 0.894, 0.440], [0.211, -1.106, -1.205], [-1.441, 1.326, 0.695], [0.884, -0.669, -0.278], [0.268, -0.763, -0.081], [1.752, 0.137, 0.128], [-0.348, 0.545, 0.829], [-1.615, 0.727, -0.334], [1.026, -1.513, 1.531], [0.311, -0.018, -0.160], [0.353, -0.185, 0.210], [-0.356, -0.171, -0.495], [0.102, -0.561, 0.200], [-0.155, -0.136, 0.518], [-0.284, 0.134, -0.389], [0.199, 0.569, -0.273], [-0.319, 0.330, 0.347], [-0.681, -0.040, -0.457], [-0.125, 0.189, -0.168], [0.268, -0.659, 0.501], [0.768, -0.026, 0.202], [-1.116, 0.267, -0.472], [0.045, 0.442, -0.623], [0.401, 0.084, -0.432], [0.110, -1.684, 1.134], [1.371, 0.495, -0.394], [0.365, -0.043, -0.665], [0.052, 0.163, 0.467], [-0.468, 0.788, -0.005], [-0.983, 0.363, 0.760], [0.051, -0.511, 0.426], [0.283, -0.461, 0.311], [-0.357, 0.272, 1.478], [-0.676, 0.237, 0.393], [-0.070, 0.801, -1.612], [-0.083, 0.240, 0.344], [-0.186, -0.289, 0.582], [-0.185, 0.427, 0.037], [0.547, -0.173, -0.501], [-0.031, -0.594, -0.349], [0.197, 0.209, 0.161], [-0.440, -0.612, -0.038], [0.395, -0.117, 0.206], [0.121, 0.744, -0.606], [-0.186, -0.322, -0.262], [-0.114, 0.189, -0.258], [0.773, 0.010, -0.820], [-0.256, -0.198, -0.730], [-0.256, 1.106, -0.655], [0.007, 1.063, 0.144], [0.355, -1.281, 0.878], [0.354, -1.234, 0.860], [-1.265, 0.396, -1.873], [0.685, 0.424, -0.711], [1.320, -0.643, -0.145], [-0.388, 0.809, 1.079], [1.019, -0.638, 0.066], [0.163, -0.377, -0.275], [-0.277, -0.156, 0.238], [0.145, -0.833, 0.643], [0.129, 0.203, -0.003], [0.029, 0.440, -0.643], [-0.248, -0.348, -0.111], [0.441, -0.068, -0.633], [0.167, 0.469, 0.990], [0.256, -0.183, 0.608], [-1.233, 0.510, 0.141], [-0.763, -0.098, -0.192], [0.237, -0.321, 0.231], [0.010, -0.118, 0.052], [-0.600, 0.941, -0.127], [-0.259, -0.191, -0.593], [-0.889, 0.168, 0.231], [0.246, -1.195, -1.025], [-0.341, -1.619, 0.822], [0.004, 0.977, -0.087], [-1.454, 0.230, -0.489], [-0.262, 0.102, 1.497], [-0.191, -0.559, -0.858], [-0.322, -0.230, 0.066], [0.095, -0.504, -2.379], [0.461, -0.375, -0.633], [-0.025, -0.249, 0.459], [0.165, 1.011, 0.343], [0.831, 1.196, 0.001], [0.368, -0.112, 0.262], [-0.050, -0.217, 0.018], [-0.327, 0.115, -0.025], [0.321, 0.338, 0.083], [-0.875, -0.288, -0.548], [0.704, -0.224, -0.071], [0.261, 0.768, 0.612], [0.625, -0.526, 0.344], [-0.054, 0.205, 0.401], [0.258, 0.797, 0.644], [0.374, 0.018, 0.537], [0.272, 0.035, 0.610], [-0.341, 0.266, 0.112], [0.822, 1.678, -0.219], [0.135, 0.093, 0.719], [-1.041, -0.109, -0.299], [-0.897, 0.770, 0.925], [0.137, 0.619, 0.737], [0.152, -0.930, -1.115], [0.641, 0.611, 0.778], [-0.481, -0.077, 0.485], [0.675, -0.345, -0.524], [-0.335, -0.052, -0.483], [0.386, 0.126, 0.002], [-0.311, -0.858, 0.350], [-0.022, 0.297, -0.759], [0.019, -0.091, -0.115], [0.482, -0.378, -0.418], [0.306, -0.585, 0.066], [-0.101, -0.358, 0.092], [-0.147, -0.815, 0.205], [-0.278, 0.133, -0.441], [-0.308, 0.379, -0.092], [0.030, 0.182, -0.627], [0.303, -0.504, -0.225], [-0.207, 1.203, 1.083], [-0.579, 0.080, -1.029], [0.730, -1.598, 0.002], [-0.453, 1.253, -0.192], [-0.456, 0.083, -0.242], [0.729, -0.930, -0.128], [-1.519, -0.012, -0.366], [2.010, 0.105, 0.723], [-0.945, -1.066, 0.417], [-0.024, -0.560, 0.033], [-0.208, 0.031, -0.579], [0.261, -0.660, -0.296], [0.145, 0.731, 0.266], [0.328, 0.361, 0.038], [0.008, 0.139, 0.446], [0.151, -0.121, 0.051], [-0.014, -0.012, -0.142], [-0.154, 0.134, 0.703], [0.534, -0.182, 0.202], [-0.309, -0.104, -0.045], [0.595, 0.190, -0.805], [0.045, -0.523, -0.245], [0.060, 0.471, -1.192], [-0.608, 1.026, 1.215], [0.890, -0.858, 1.047], [-0.019, -0.026, -0.431], [0.620, -0.256, -1.196], [0.468, -0.799, -1.109], [0.548, 0.114, -0.079], [-0.689, -0.524, 0.620], [-1.236, -1.085, 0.327], [-0.594, 1.045, -1.200], [1.824, -0.561, -0.667], [-0.027, -0.194, 0.052], [-0.794, 0.141, -0.570], [-0.461, 0.677, -0.142], [-0.574, 0.494, 0.010], [-0.048, -0.274, 0.927], [-0.771, 1.014, 0.372], [0.145, 0.230, -0.197], [0.876, -0.094, 0.532], [0.090, -0.036, -0.470], [-0.175, 0.000, 0.528], [0.116, -0.223, -0.329], [0.330, 0.798, 0.034], [-0.024, -0.313, 0.616], [-0.904, 0.386, 0.693], [0.371, 0.519, 0.552], [1.831, -0.476, 0.756], [-2.668, -0.661, -0.149], [0.388, 0.033, 0.235], [1.027, 1.793, 0.733], [0.626, -1.833, -1.709], [0.858, -1.339, -0.259], [-0.107, -0.611, 1.242], [0.202, 1.076, 0.278], [-0.546, -0.445, -0.861], [-0.452, 0.183, -0.041], [-0.004, 0.111, -0.195], [0.242, 0.127, -0.006], [-0.162, -0.181, 0.153], [-0.473, 0.201, -0.695], [0.309, -0.449, 0.315], [-0.092, 0.355, -0.114], [-0.320, 0.699, -0.073], [-1.215, 0.335, 0.420], [0.128, 0.870, -0.138], [0.122, -0.054, -0.025], [-0.187, 0.359, -0.404], [-0.422, 0.317, -0.178], [0.090, -0.131, 0.119], [0.662, -0.357, 0.581], [-0.158, -1.045, 0.729], [0.201, 0.549, 0.715], [0.152, 0.130, -0.283], [0.124, 0.101, 0.038], [-0.206, 0.504, -0.048], [-0.264, -0.222, -1.062], [0.843, 1.867, 0.406], [-0.980, -1.561, 0.010], [-0.410, 0.351, -0.553], [-0.380, -0.185, 0.088], [0.030, -1.553, 0.634], [0.989, 1.218, -0.760], [-0.581, -0.681, 1.445], [0.689, 0.250, -1.986], [0.200, 0.314, -0.110], [0.183, 0.233, -0.191], [-0.239, -0.092, -0.246], [-0.330, 0.100, 1.138]]}